1.
Entry from the OMol25 dataset: an isolated molecule of C3H6N2S (the ωB97M-V functional and the def2-TZVPD basis).

```
12
Properties=species:S:1:pos:R:3:forces:R:3
S -2.74726 -0.64712 -0.00443 0.2667 0.0103 -0.0063
N -1.90043 0.83895 -0.00176 -0.1235 -0.1685 0.0857
C -0.64307 0.77428 0.00663 0.5235 0.4387 -0.2200
N 0.10260 -0.43001 -0.01188 -0.0352 -0.1920 0.1830
C 1.36984 -0.38414 0.73973 0.2125 -0.0457 0.5673
C 1.37567 -0.37639 -0.73488 0.1317 0.6836 -0.3420
H -3.94423 -0.06484 0.01954 -0.1681 0.1208 -0.0068
H -0.07123 1.72739 -0.00444 -0.3059 -0.4199 0.0509
H 1.61326 -1.31624 1.28764 -0.2184 0.7963 -0.3772
H 1.60097 0.56749 1.26358 -0.1149 -0.7607 -0.3859
H 1.61949 0.56660 -1.24708 -0.1049 -0.3670 0.3207
H 1.62440 -1.25597 -1.31266 -0.0636 -0.0960 0.1304
```
Positions in Å, forces in eV/Å.

Its HOMO-LUMO gap is 9.782 eV. Its spin multiplicity is 1. As for the total energy: -17021.591 eV. Its net charge is 0. As for the structure (SMILES): S/N=C\N1CC1. The HOMO energy is -8.74 eV.

Charges obtained by Löwdin population analysis, quoted in units of e: atom 1 (S): 0.71, atom 2 (N): -0.35, atom 3 (C): -0.37, atom 4 (N): -0.12, atom 5 (C): -0.13, atom 6 (C): -0.14, atom 7 (H): -0.17, atom 8 (H): 0.13, atom 9 (H): 0.11, atom 10 (H): 0.11, atom 11 (H): 0.11, atom 12 (H): 0.10

***

2.
Entry from the OMol25 dataset: an isolated molecule of C15H18Cl2N2O2 (the ωB97M-V functional and the def2-TZVPD basis).

```
39
Properties=species:S:1:pos:R:3:forces:R:3
O 0.89680 2.92700 0.15821 -0.0550 0.2399 0.1198
C 0.91472 1.76053 -0.19227 0.0868 0.0616 -0.0968
C -0.29189 0.90037 -0.22275 -0.4224 0.1200 0.1886
C -1.47510 1.41441 0.11977 0.6592 0.0568 -0.0594
C -2.76414 0.74486 0.18879 -0.3320 -0.3080 -0.0468
C -3.68178 1.19724 1.14355 0.0870 -0.1242 -0.1456
C -4.92087 0.61625 1.31040 -0.1059 -0.0966 -0.0397
C -5.28471 -0.44126 0.48928 0.3646 0.1705 -0.0551
Cl -6.82853 -1.18466 0.67124 -0.2013 -0.0936 0.0245
C -4.41937 -0.89960 -0.48978 -0.0899 -0.0013 0.0819
C -3.17252 -0.31174 -0.63287 -0.2097 0.1983 0.2636
Cl -2.18136 -0.89814 -1.91736 0.0588 -0.1911 -0.2548
N 2.03934 1.14009 -0.62226 0.1619 -0.2262 -0.0724
C 3.33993 1.75634 -0.56782 0.2049 0.1015 0.2480
C 4.24851 0.99451 0.40631 -0.1735 0.2049 -0.2824
N 4.32621 -0.40234 0.00404 -0.1098 -0.0430 0.0450
C 5.34769 -0.68394 -0.99473 0.3017 -0.0996 0.0724
C 6.75506 -0.77682 -0.38890 -0.1678 0.1522 -0.2413
O 6.80461 -1.72564 0.65533 0.0125 -0.1103 -0.0461
C 5.86832 -1.41636 1.66604 -0.3521 -0.0167 0.0848
C 4.44737 -1.35853 1.09277 0.3183 -0.1068 0.1545
H -0.15662 -0.13083 -0.50715 -0.0704 -0.0777 -0.0348
H -1.47436 2.45210 0.43526 0.0731 0.0638 0.0023
H -3.39387 2.02167 1.77829 0.0310 0.0965 0.0540
H -5.60335 0.97893 2.06211 -0.0729 0.0160 0.0634
H -4.71165 -1.70748 -1.14153 -0.0208 -0.0518 -0.0475
H 2.04360 0.14721 -0.79848 -0.1178 0.0357 0.0588
H 3.19831 2.78550 -0.23149 0.0704 -0.0861 -0.1201
H 3.78030 1.76431 -1.57029 0.0204 0.0814 0.0753
H 3.80081 1.04372 1.40132 0.0462 0.0330 -0.0115
H 5.22619 1.49404 0.44690 -0.0210 -0.0167 0.0766
H 5.32528 0.08702 -1.76548 0.0071 -0.0246 -0.0822
H 5.09802 -1.64604 -1.45302 0.0795 0.0546 -0.0870
H 7.47491 -1.11159 -1.13724 -0.0270 0.1046 -0.0041
H 7.06998 0.20824 -0.00894 0.0145 -0.0799 -0.0397
H 5.95599 -2.20733 2.41240 -0.0363 0.0926 0.0367
H 6.12466 -0.45135 2.13193 0.0032 -0.0744 0.0042
H 3.73160 -1.10879 1.87773 -0.0180 -0.0375 -0.0041
H 4.19442 -2.34382 0.68731 0.0027 -0.0179 0.1167
```
Positions in Å, forces in eV/Å.

Its HOMO-LUMO gap is 8.590 eV. Its spin multiplicity is 1. As for the total energy: -47966.942 eV. Its net charge is 0. As for the structure (SMILES): O=C(/C=C/c1ccc(Cl)cc1Cl)NCCN1CCOCC1. The HOMO energy is -8.53 eV.

Charges obtained by Löwdin population analysis, quoted in units of e: atom 1 (O): 0.05, atom 2 (C): -0.50, atom 3 (C): -0.02, atom 4 (C): -0.04, atom 5 (C): -0.23, atom 6 (C): -0.02, atom 7 (C): -0.10, atom 8 (C): -0.67, atom 9 (Cl): 0.69, atom 10 (C): -0.13, atom 11 (C): -0.58, atom 12 (Cl): 0.74, atom 13 (N): 0.06, atom 14 (C): -0.16, atom 15 (C): -0.18, atom 16 (N): -0.18, atom 17 (C): -0.16, atom 18 (C): -0.19, atom 19 (O): -0.13, atom 20 (C): -0.19, atom 21 (C): -0.16, atom 22 (H): 0.07, atom 23 (H): 0.12, atom 24 (H): 0.12, atom 25 (H): 0.11, atom 26 (H): 0.10, atom 27 (H): 0.13, atom 28 (H): 0.12, atom 29 (H): 0.12, atom 30 (H): 0.13, atom 31 (H): 0.12, atom 32 (H): 0.12, atom 33 (H): 0.13, atom 34 (H): 0.13, atom 35 (H): 0.12, atom 36 (H): 0.12, atom 37 (H): 0.12, atom 38 (H): 0.12, atom 39 (H): 0.12

***

3.
Entry from the OMol25 dataset: a structure of composition C2CdFO at a distorted geometry (the ωB97M-V functional and the def2-TZVPD basis).

```
5
Properties=species:S:1:pos:R:3:forces:R:3
C -1.16405 0.92448 -0.41473 0.9134 0.3820 1.3930
C 0.00078 0.20386 -0.78234 1.4309 0.1302 -0.1573
O 0.09702 0.97286 0.48955 -1.5199 1.4205 -1.5695
F 0.85262 0.56459 -1.72197 -0.7544 -0.8290 0.7400
Cd -0.28930 -1.05371 1.16696 -0.0700 -1.1037 -0.4062
```
Positions in Å, forces in eV/Å.

Its HOMO-LUMO gap (spin up / spin down) is 6.158 / 6.808 eV. Its spin multiplicity is 1. As for the total energy: -11387.278 eV. Its net charge is +1. The HOMO energy (spin up / spin down) is -14.72 / -15.42 eV.

Charges obtained by Löwdin population analysis, quoted in units of e: atom 1 (C): 0.22, atom 2 (C): -0.51, atom 3 (O): -0.28, atom 4 (F): 0.13, atom 5 (Cd): 1.44

***

4.
Entry from the OMol25 dataset: a structure of composition C9H24Li2O5 at a distorted geometry (the ωB97M-V functional and the def2-TZVPD basis).

```
40
Properties=species:S:1:pos:R:3:forces:R:3
Li 1.37019 1.14479 0.57972 -0.5196 0.0196 -0.3637
Li -0.67441 2.74167 0.52766 0.6678 -0.8778 -0.4382
C -0.58042 0.38230 4.19896 -0.2679 0.3475 -1.0474
C -1.29806 0.67281 2.82337 -0.9955 1.9371 -0.0244
O -0.62000 1.12029 1.65699 1.3132 -0.3238 -0.5014
H -0.42174 1.29727 4.76971 0.4638 0.2704 -0.4050
H 0.35995 -0.14960 4.05451 0.0224 0.0091 0.0584
H -1.20526 -0.17221 4.89911 -0.2327 -0.4611 -0.4242
H -1.96856 1.52216 2.95429 -0.2974 0.3312 1.1962
H -2.09291 -0.03569 2.59025 0.5359 -1.1790 -0.1479
C -0.50955 3.54255 -2.80087 -0.8277 -1.2429 0.8025
C 0.65648 2.60946 -2.37335 -0.2058 0.4927 -0.8445
O 0.88816 2.62128 -1.02933 -0.3851 0.0350 2.1393
H -1.37874 3.18385 -2.24956 -0.4212 0.0126 0.2287
H -0.84408 3.48775 -3.83681 0.4872 0.0741 -0.2376
H -0.37826 4.57592 -2.47989 0.4499 -0.0136 -0.1622
H 1.43996 2.94532 -3.05264 1.2308 0.4883 0.4059
H 0.60080 1.57143 -2.70122 -1.0814 -0.3950 -0.4536
C -2.98024 -2.18942 -1.09120 -1.4233 -1.0100 1.1323
C -1.84690 -1.96872 -0.10439 0.8081 -0.7748 -1.7486
C -0.94541 -3.23689 -0.19030 -0.1399 0.6871 0.4014
O -1.19146 -0.79154 -0.57985 0.4416 -0.5112 0.2384
H -2.88990 -3.17614 -1.54543 -0.0079 0.1439 -0.3267
H -3.15782 -1.43180 -1.85447 0.3609 0.0769 0.3292
H -3.85345 -2.28320 -0.44560 -0.6332 0.1619 -0.4422
H -2.15468 -1.87123 0.93670 -0.1893 0.3475 -0.1033
H -1.42733 -4.03993 0.36735 0.0188 -0.0480 0.0756
H 0.03388 -3.04956 0.25016 0.0483 -0.2016 0.0489
H -0.85682 -3.58451 -1.21959 0.2342 0.2003 -0.0226
H -1.07304 -0.20785 0.17307 0.2640 0.9104 0.7185
C 3.66552 -0.42030 -0.16375 0.1020 -0.4403 -0.3548
C 2.39746 -0.91656 -0.91010 1.5524 -0.2667 0.9075
O 1.39006 -0.90414 0.08480 0.7347 0.7886 0.1547
O 3.39209 0.81656 0.48914 -0.1285 -0.1948 0.2601
H 4.59831 -0.25571 -0.70313 -0.4192 -0.2112 -1.0788
H 3.97235 -1.20335 0.52964 -0.4665 -0.0181 0.5815
H 2.58204 -1.96483 -1.14497 0.1705 -0.0028 -0.5868
H 2.16982 -0.33073 -1.80065 -0.1822 0.1194 0.0850
H 0.57145 -1.22044 -0.30434 -0.7840 0.2518 -0.2712
H 4.26070 1.16911 0.69606 -0.2981 0.4672 0.2211
```
Positions in Å, forces in eV/Å.

Its HOMO-LUMO gap is 7.707 eV. Its spin multiplicity is 1. As for the total energy: -20370.006 eV. Its net charge is 0. The HOMO energy is -7.59 eV.

Charges obtained by Löwdin population analysis, quoted in units of e: atom 1 (Li): 0.69, atom 2 (Li): 0.74, atom 3 (C): -0.08, atom 4 (C): -0.42, atom 5 (O): -0.50, atom 6 (H): 0.05, atom 7 (H): 0.06, atom 8 (H): 0.06, atom 9 (H): 0.08, atom 10 (H): 0.08, atom 11 (C): -0.11, atom 12 (C): -0.52, atom 13 (O): -0.44, atom 14 (H): 0.04, atom 15 (H): 0.06, atom 16 (H): 0.06, atom 17 (H): 0.08, atom 18 (H): 0.08, atom 19 (C): -0.05, atom 20 (C): -0.44, atom 21 (C): -0.05, atom 22 (O): -0.07, atom 23 (H): 0.07, atom 24 (H): 0.09, atom 25 (H): 0.07, atom 26 (H): 0.13, atom 27 (H): 0.08, atom 28 (H): 0.07, atom 29 (H): 0.08, atom 30 (H): 0.03, atom 31 (C): -0.21, atom 32 (C): -0.20, atom 33 (O): -0.12, atom 34 (O): -0.11, atom 35 (H): 0.12, atom 36 (H): 0.12, atom 37 (H): 0.12, atom 38 (H): 0.12, atom 39 (H): 0.03, atom 40 (H): 0.10